C42H62FN8O5PS | ωB97M-V/def2-TZVPD

**Strongest force on any atom**: 0.127 Eh/bohr
**SMILES**: CCCCCCCC[C@](C#N)([C@H](C)F)[C@](C#N)(CCCCS(=O)(=O)O)P(O)O.c1cc[nH]c1.c1cc[nH]c1.c1cc[nH]c1.c1cc[nH]c1.c1cc[nH]c1.c1cc[nH]c1
**Highest occupied orbital energy**: -7.7 eV
**E**: -89550.548 eV
**Multiplicity**: 1
**E_LUMO**: -0.55 eV

Positions of all 120 atoms, in Å:
C1 7.15238 2.26031 0.16578
C2 5.86773 1.25639 0.35079
C3 5.79148 0.20681 -0.87260
C4 5.66856 -1.35454 -0.38190
C5 4.43676 -2.12214 -1.14829
C6 3.80266 -3.12915 -0.06844
C7 2.43657 -3.85506 -0.53440
C8 1.27135 -2.88397 -1.04302
C9 0.13804 -2.50353 0.06937
C10 -0.37164 -3.82477 0.88360
N1 -0.40371 -4.92527 1.39197
C11 -1.15675 -2.05553 -0.77478
C12 -0.98412 -0.76028 -1.70630
F1 -2.39590 -2.03099 0.01267
C13 0.64732 -1.48647 1.21155
C14 1.36520 -2.45721 2.31502
N2 1.90041 -3.18195 3.12329
C15 -0.50261 -0.74027 2.06281
C16 -0.90432 0.72939 1.56457
C17 -2.51249 0.99434 1.50286
C18 -2.78713 2.27494 0.52676
S1 -4.48905 2.11504 -0.26294
O1 -4.57972 0.95468 -1.22068
O2 -5.59065 1.99135 0.75431
O3 -4.79599 3.52869 -1.17262
P1 2.03481 -0.28185 0.71418
O4 1.71335 0.59148 -0.71829
O5 2.41748 0.83132 1.96220
H1 7.57785 2.19343 -0.91196
H2 7.95046 2.02380 0.95309
H3 6.80303 3.35730 0.27978
H4 5.84810 0.78527 1.39360
H5 4.93963 1.94675 0.29003
H6 4.91145 0.52368 -1.54535
H7 6.79994 0.25660 -1.43778
H8 5.43031 -1.28120 0.75382
H9 6.66764 -1.91134 -0.49731
H10 3.74207 -1.28688 -1.50545
H11 4.93564 -2.69784 -2.01567
H12 4.57895 -3.98504 0.07073
H13 3.73795 -2.60213 0.94402
H14 2.73810 -4.50994 -1.44866
H15 2.16111 -4.59519 0.29198
H16 1.70475 -1.95401 -1.57118
H17 0.70408 -3.46045 -1.87925
H18 -1.34342 -2.93049 -1.51916
H19 0.05569 -0.70563 -2.21780
H20 -1.72541 -0.90689 -2.59072
H21 -1.29593 0.23000 -1.21833
H22 -0.06434 -0.60878 3.13226
H23 -1.45605 -1.38382 2.23295
H24 -0.47351 1.05757 0.55887
H25 -0.50886 1.49510 2.34519
H26 -2.87497 1.22759 2.56439
H27 -3.10280 0.10909 1.08178
H28 -2.04425 2.30282 -0.35808
H29 -2.68608 3.28106 1.09859
H30 -3.92262 3.84299 -1.50878
H31 1.71780 1.57593 -0.55373
H32 3.15508 0.46566 2.50278
N3 -9.16098 3.29285 4.64490
C19 -8.67158 3.77433 3.45894
C20 -7.92918 2.77872 2.87096
C21 -7.97705 1.65352 3.73050
C22 -8.74633 1.99878 4.81553
H33 -9.73667 3.80962 5.29014
H34 -8.89221 4.78152 3.13766
H35 -7.41042 2.85180 1.92652
H36 -7.50180 0.69625 3.57266
H37 -9.03258 1.43719 5.69232
N4 -6.45646 7.92018 1.53147
C23 -6.05902 8.47545 0.34454
C24 -5.68372 7.45517 -0.49591
C25 -5.86700 6.23880 0.20818
C26 -6.34743 6.55659 1.45534
H38 -6.77965 8.43434 2.33539
H39 -6.07610 9.54555 0.20121
H40 -5.31893 7.57171 -1.50638
H41 -5.67004 5.24102 -0.15680
H42 -6.61927 5.93176 2.29347
N5 6.46651 4.37158 -3.29990
C27 6.78724 3.19864 -3.93138
C28 7.38906 3.51105 -5.12607
C29 7.43897 4.92388 -5.21678
C30 6.86540 5.42814 -4.07502
H43 6.00969 4.44534 -2.40492
H44 6.55853 2.24559 -3.47759
H45 7.75419 2.80086 -5.85361
H46 7.84980 5.50777 -6.02756
H47 6.70587 6.44494 -3.74853
N6 -0.59154 -7.03616 4.16595
C31 -0.88373 -6.24756 5.24580
C32 -0.97066 -7.05796 6.35223
C33 -0.71563 -8.38400 5.92453
C34 -0.48216 -8.33942 4.57119
H48 -0.47418 -6.70769 3.21902
H49 -1.00583 -5.18058 5.13411
H50 -1.19204 -6.73167 7.35808
H51 -0.70340 -9.27296 6.53848
H52 -0.24948 -9.12102 3.86337
N7 -2.81874 5.03177 -3.87850
C35 -2.01726 3.94474 -4.10399
C36 -2.21566 3.52975 -5.39736
C37 -3.16862 4.40349 -5.97781
C38 -3.52107 5.32185 -5.01809
H53 -2.88119 5.53964 -3.01023
H54 -1.37699 3.56003 -3.32378
H55 -1.72858 2.69137 -5.87359
H56 -3.55414 4.36510 -6.98613
H57 -4.20960 6.15302 -5.04732
N8 2.63934 -8.06247 -2.13695
C39 3.62255 -9.01444 -2.19294
C40 3.91753 -9.39518 -0.90631
C41 3.07744 -8.64983 -0.04232
C42 2.29771 -7.83805 -0.82957
H58 2.23055 -7.60010 -2.93318
H59 4.02722 -9.33663 -3.14073
H60 4.65550 -10.12992 -0.61898
H61 3.04610 -8.70192 1.03636
H62 1.53186 -7.12088 -0.57308

***

C49H44N3O | ωB97M-V/def2-TZVPD

**Strongest force on any atom**: 0.029 Eh/bohr
**Net charge**: +1
**Highest occupied orbital energy**: -9.5 eV
**E**: -58036.839 eV
**Multiplicity**: 1
**E_LUMO**: -5.07 eV

Positions of all 97 atoms, in Å:
C1 -4.30674 -0.78257 -4.70167
C2 -3.92218 0.48278 -4.30470
C3 -2.59742 0.75237 -4.05801
C4 -1.62267 -0.23875 -4.20898
C5 -0.23565 0.10281 -4.00235
C6 0.81458 -0.68247 -4.32796
N1 2.13913 -0.26946 -4.30784
C7 3.06313 -0.87353 -5.29217
C8 4.52372 -0.59928 -4.94884
O1 4.75529 0.77548 -4.66735
C9 3.96679 1.24679 -3.58285
C10 2.47649 1.09165 -3.85923
C11 -2.03290 -1.51319 -4.60940
C12 -3.36067 -1.77816 -4.85200
H1 -5.34301 -0.98939 -4.90661
H2 -4.65755 1.26458 -4.20367
H3 -2.29363 1.74269 -3.76727
H4 -0.03954 1.10048 -3.65591
H5 0.64018 -1.65877 -4.73699
H6 2.87475 -1.95209 -5.33263
H7 2.81953 -0.47669 -6.28260
H8 4.83613 -1.18068 -4.07455
H9 5.18697 -0.88161 -5.77696
H10 4.25579 0.68880 -2.68552
H11 4.23100 2.29798 -3.41002
H12 2.14702 1.80249 -4.62135
H13 1.90441 1.30800 -2.95114
H14 -1.30291 -2.29260 -4.73665
H15 -3.66219 -2.76161 -5.17322
C13 7.35101 1.51984 1.12679
C14 7.44482 0.35633 0.38658
C15 6.58861 -0.69189 0.63679
C16 5.62320 -0.59096 1.63440
N2 4.69264 -1.67622 1.87303
C17 4.93336 -2.57120 2.98787
C18 4.58242 -2.21155 4.28713
C19 4.76449 -3.08916 5.33115
C20 5.30410 -4.33862 5.09708
C21 5.67657 -4.70256 3.81701
C22 5.49183 -3.82815 2.77009
C23 3.35140 -1.56863 1.34692
C24 3.03991 -2.07266 0.07796
C25 1.77534 -1.94949 -0.42807
C26 0.74439 -1.31587 0.30862
C27 -0.52357 -1.14885 -0.29753
C28 -1.64768 -0.42065 0.15910
C29 -2.87685 -0.55945 -0.53152
C30 -4.01719 0.04512 -0.08017
C31 -4.00237 0.80286 1.09714
N3 -5.20681 1.41905 1.58748
C32 -5.58840 1.21575 2.96958
C33 -5.00419 1.95218 3.99731
C34 -5.32959 1.69998 5.31020
C35 -6.25132 0.71775 5.61722
C36 -6.85768 -0.00396 4.60672
C37 -6.52723 0.23990 3.29346
C38 -5.74817 2.55562 0.87203
C39 -6.87034 2.42013 0.05992
C40 -7.36650 3.50503 -0.62631
C41 -6.75311 4.73861 -0.51033
C42 -5.64627 4.88869 0.30216
C43 -5.14494 3.80542 0.98539
C44 -2.78253 1.00362 1.75196
C45 -1.62811 0.45146 1.27441
C46 1.05523 -0.90126 1.62650
C47 2.32876 -0.99535 2.11092
C48 5.54832 0.58315 2.38013
C49 6.40708 1.62811 2.12921
H16 8.02164 2.33903 0.93111
H17 8.18887 0.26954 -0.38767
H18 6.64965 -1.60148 0.06556
H19 4.16783 -1.23588 4.46418
H20 4.48503 -2.79770 6.33083
H21 5.44439 -5.02387 5.91559
H22 6.11190 -5.67215 3.63866
H23 5.77544 -4.10232 1.76936
H24 3.80879 -2.57591 -0.48315
H25 1.54948 -2.34094 -1.40447
H26 -0.65672 -1.65790 -1.23672
H27 -2.90430 -1.15080 -1.42992
H28 -4.94622 -0.07243 -0.61102
H29 -4.28946 2.71668 3.75023
H30 -4.86302 2.27039 6.09677
H31 -6.50517 0.52308 6.64529
H32 -7.58792 -0.75961 4.84605
H33 -6.98590 -0.31939 2.49709
H34 -7.33812 1.45491 -0.02045
H35 -8.23735 3.39303 -1.25086
H36 -7.14430 5.58730 -1.04522
H37 -5.17608 5.85326 0.40697
H38 -4.28265 3.90742 1.62023
H39 -2.76935 1.62906 2.62798
H40 -0.69221 0.75778 1.70516
H41 0.27348 -0.58601 2.29295
H42 2.56885 -0.63216 3.09587
H43 4.80465 0.65951 3.15287
H44 6.34038 2.52943 2.71682

***

C47H42ClInO4P2STe | ωB97M-V/def2-TZVPD

**Strongest force on any atom**: 0.037 Eh/bohr
**Net charge**: +2
**Highest occupied orbital energy**: -12.7 eV
**E**: -112000.375 eV
**Multiplicity**: 1
**E_LUMO**: -5.96 eV

Positions of all 99 atoms, in Å:
In1 0.49327 -0.38832 -0.40183
O1 1.72227 0.27218 3.36287
S1 0.80657 -0.43122 2.48677
C1 0.60957 -2.11422 3.12487
C2 1.09257 -2.44212 4.37967
C3 0.90277 -3.72242 4.87697
C4 0.23047 -4.67112 4.11717
C5 -0.21613 -4.35702 2.84427
C6 -0.01623 -3.07262 2.33427
P1 -0.54783 -2.69622 0.63607
C7 -2.32833 -3.07932 0.62457
C8 -3.18353 -2.16702 1.24087
C9 -4.54253 -2.41352 1.28267
C10 -5.05163 -3.57162 0.71457
C11 -4.19993 -4.48762 0.11747
C12 -2.83773 -4.24562 0.06167
C13 0.30337 -3.89512 -0.42323
C14 1.42707 -4.58792 0.01977
C15 2.14407 -5.37092 -0.86853
C16 1.75967 -5.45282 -2.19683
C17 0.64517 -4.75822 -2.64633
C18 -0.07673 -3.97402 -1.76493
C19 -0.86003 0.14408 2.98577
C20 -1.48863 -0.27792 4.14547
C21 -2.71413 0.26398 4.50637
C22 -3.31503 1.22488 3.70537
C23 -2.68333 1.66098 2.55267
C24 -1.44543 1.12828 2.18907
P2 -0.55023 1.76408 0.74117
C25 0.38107 3.22368 1.27087
C26 -0.30213 4.27458 1.88467
C27 0.40617 5.39618 2.27187
C28 1.77677 5.46328 2.07007
C29 2.45227 4.40278 1.48757
C30 1.75927 3.27638 1.07747
C31 -1.90623 2.17918 -0.38223
C32 -2.76313 1.12588 -0.71483
C33 -3.82203 1.33768 -1.58123
C34 -4.02183 2.60268 -2.12013
C35 -3.16063 3.64288 -1.80513
C36 -2.09313 3.43418 -0.94573
H1 1.61077 -1.67932 4.94337
H2 1.27577 -3.97832 5.85667
H3 0.06227 -5.66022 4.51467
H4 -0.70883 -5.10262 2.23417
H5 -2.77743 -1.27362 1.70187
H6 -5.20363 -1.70512 1.75787
H7 -6.11223 -3.76462 0.74667
H8 -4.59683 -5.39752 -0.30553
H9 -2.17513 -4.95972 -0.40643
H10 1.73167 -4.52952 1.05567
H11 3.01097 -5.91262 -0.52203
H12 2.32747 -6.06062 -2.88603
H13 0.34807 -4.83132 -3.68373
H14 -0.96493 -3.44012 -2.10233
H15 -1.01293 -1.01632 4.77417
H16 -3.19303 -0.05952 5.41767
H17 -4.26653 1.65148 3.98837
H18 -3.14923 2.41568 1.93367
H19 -1.36703 4.21498 2.06407
H20 -0.11203 6.21808 2.74137
H21 2.31907 6.34538 2.37547
H22 3.52257 4.44868 1.36047
H23 2.28367 2.44878 0.61537
H24 -2.63403 0.15948 -0.22963
H25 -4.49373 0.52658 -1.82373
H26 -4.84923 2.77238 -2.79053
H27 -3.32023 4.62288 -2.22473
H28 -1.41233 4.23658 -0.70403
C37 5.72887 3.49448 -1.70243
C38 4.25077 3.35558 -1.86213
C39 3.40367 4.44968 -1.81523
C40 2.03377 4.30118 -1.99943
Cl1 0.98907 5.67308 -1.88753
C41 1.49807 3.06198 -2.29753
C42 2.33857 1.95588 -2.35883
C43 3.69667 2.07638 -2.08293
O2 4.57827 1.03768 -2.01043
C44 4.13947 -0.28402 -2.10473
C45 2.91797 -0.59852 -1.24813
O3 2.68967 0.05618 -0.21093
O4 2.11367 -1.45912 -1.66883
H29 6.05107 4.52068 -1.84513
H30 6.23857 2.84798 -2.41213
H31 6.03617 3.17498 -0.70843
H32 3.81207 5.43188 -1.64113
H33 0.43477 2.96508 -2.48473
H34 1.92117 1.00038 -2.66023
H35 4.97687 -0.89902 -1.76273
H36 3.90387 -0.57552 -3.13753
C46 -1.32013 1.20188 -4.12073
Te1 -1.12193 -0.55082 -2.87893
C47 0.29247 -1.39912 -4.25733
H37 -1.62783 0.84098 -5.10003
H38 -0.37763 1.73608 -4.21003
H39 -2.08863 1.85668 -3.72153
H40 1.05407 -0.65922 -4.49693
H41 -0.25093 -1.66862 -5.16153
H42 0.75887 -2.27552 -3.81653

***

C29H27BBaF4N2OPSe2 | ωB97M-V/def2-TZVPD

**Strongest force on any atom**: 0.048 Eh/bohr
**Net charge**: +1
**Highest occupied orbital energy**: -10.7 eV
**E**: -187764.117 eV
**Multiplicity**: 1
**E_LUMO**: -3.75 eV

Positions of all 68 atoms, in Å:
Ba1 -0.32606 -0.32265 0.44072
Se1 -0.35984 -2.18296 2.80653
Se2 1.38195 -0.53531 3.07789
C1 0.23526 1.03653 3.48298
C2 0.51780 1.74898 4.63289
C3 -0.31341 2.82007 4.94210
C4 -1.38451 3.11171 4.11889
C5 -1.57231 2.34593 2.97716
N1 -0.76127 1.34012 2.65510
C6 0.72596 -3.18825 1.42908
C7 0.93065 -4.53600 1.64521
C8 1.78172 -5.19923 0.76748
C9 2.37940 -4.50406 -0.26704
C10 2.07739 -3.15886 -0.42970
N2 1.26958 -2.52183 0.41510
H1 1.34088 1.46774 5.27401
H2 -0.13280 3.40115 5.83696
H3 -2.07374 3.91120 4.35047
H4 -2.38847 2.54215 2.29224
H5 0.46722 -5.04064 2.48021
H6 1.99409 -6.24990 0.91564
H7 3.06785 -4.99124 -0.94359
H8 2.49768 -2.58235 -1.24562
C11 -4.29207 2.19607 -4.54812
C12 -3.26951 3.13255 -4.53030
C13 -2.04225 2.81953 -3.95864
C14 -1.83717 1.56466 -3.39579
C15 -2.87712 0.63532 -3.40281
C16 -4.09811 0.94375 -3.97870
P1 -0.26115 0.97069 -2.69883
C17 0.35380 -0.10325 -4.03710
C18 0.65868 -1.42195 -3.72191
C19 1.10364 -2.30587 -4.70155
C20 1.24351 -1.86533 -6.00583
C21 0.91862 -0.55234 -6.33890
C22 0.47007 0.31886 -5.36305
C23 0.81395 2.44482 -2.72034
C24 1.98049 2.56462 -3.46331
C25 2.79285 3.68995 -3.33069
C26 2.44939 4.70071 -2.45075
C27 1.28250 4.59217 -1.69624
C28 0.47992 3.47335 -1.83148
H9 -5.24345 2.44105 -5.00220
H10 -3.42326 4.11084 -4.96721
H11 -1.25312 3.56122 -3.95890
H12 -2.74937 -0.34068 -2.94581
H13 -4.89283 0.20973 -3.97316
H14 0.52275 -1.78778 -2.70859
H15 1.32627 -3.33386 -4.44571
H16 1.59171 -2.54454 -6.77327
H17 1.00407 -0.21402 -7.36332
H18 0.19104 1.33139 -5.63283
H19 2.27629 1.77820 -4.14626
H20 3.69385 3.77069 -3.92533
H21 3.08063 5.57434 -2.35223
H22 1.00016 5.38286 -1.01253
H23 -0.42801 3.40907 -1.23853
F1 -2.01495 -1.95204 -0.25914
B1 -3.15175 -1.06634 0.14535
F2 -2.63257 0.33191 0.02961
F3 -4.17411 -1.23460 -0.71197
F4 -3.38000 -1.29051 1.47821
C29 3.26815 0.98627 -0.19540
O1 1.94898 1.31840 0.25667
H24 3.95191 0.86306 0.64559
H25 3.63863 1.74986 -0.87910
H26 3.19471 0.04231 -0.73295
H27 1.94470 2.23670 0.54662

***

Among the records above, which one has the highest highest occupied orbital energy? C42H62FN8O5PS

***

Among the records above, which one has the lowest E_LUMO? C47H42ClInO4P2STe

***

The highest strongest force on any atom belongs to which entry? C42H62FN8O5PS

***

Among the records above, which one has the highest E_LUMO? C42H62FN8O5PS